Entry 1:
The following is a quantum chemistry calculation of C21H28BClMnN9O5 as an isolated structure, from OMol25.

The gap between HOMO and LUMO (spin up / spin down) comes out at 0.2760 / 0.2413 hartree. The electronic energy is -90383.6685 eV. Its spin multiplicity is 4. Its total charge is +1. The calculation puts the relative energy (zero: lowest compared OMol25 entry of this formula, charge and spin) at 1.172 eV.

Last column: Löwdin charge in e.
Atoms and positions in Å:
Mn -0.031720 -0.016381 -0.200512  0.92
C 3.097364 -3.090281 -0.954904  -0.04
C 3.042817 -1.656415 -0.423573  -0.38
C 4.402248 -1.203136 0.116151  -0.04
C 2.573975 -0.722811 -1.498522  -0.21
C 3.204983 -0.414885 -2.695850  0.03
C 2.380013 0.500538 -3.330645  0.00
N 1.321025 0.730517 -2.561655  0.01
N 1.429467 -0.008208 -1.430008  0.03
B 0.088276 1.617309 -2.747924  -0.47
N -0.043280 2.518140 -1.503585  0.00
C -0.175000 3.840304 -1.436873  -0.02
C -0.404975 4.195425 -0.121249  0.03
C -0.395827 3.003936 0.593854  -0.23
N -0.159845 1.983756 -0.258373  0.04
C -0.644036 2.870079 2.068523  -0.33
C -1.492202 1.645995 2.431088  -0.04
C 0.663692 3.033243 2.862617  -0.04
N -1.144693 0.692048 -2.714450  0.01
C -2.149557 0.507007 -3.568789  -0.01
C -3.087581 -0.323183 -2.982662  0.03
C -2.587714 -0.622038 -1.717578  -0.21
N -1.400481 -0.001730 -1.574649  0.03
C -3.264170 -1.419807 -0.645377  -0.37
C -4.601281 -0.769803 -0.277103  -0.04
C -3.458766 -2.867788 -1.100195  -0.04
H 3.385163 -3.771133 -0.154247  0.09
H 2.127322 -3.406032 -1.339836  0.09
H 3.831935 -3.178263 -1.757102  0.09
H 2.324228 -1.633764 0.394633  0.07
H 5.164747 -1.239219 -0.663121  0.09
H 4.362868 -0.182624 0.501203  0.08
H 4.718755 -1.865276 0.922120  0.09
H 4.140548 -0.807362 -3.053129  0.12
H 2.482581 1.004238 -4.277696  0.14
H 0.158092 2.263824 -3.748555  0.13
H -0.122504 4.437185 -2.332279  0.14
H -0.580558 5.179923 0.275844  0.12
H -1.253006 3.742123 2.315868  0.14
H -1.165149 0.715723 1.956813  0.02
H -1.484370 1.479312 3.508485  0.09
H -2.528241 1.800831 2.130077  0.09
H 1.498081 2.488720 2.419189  0.07
H 0.957035 4.082140 2.883732  0.09
H 0.535724 2.709977 3.896885  0.08
H -2.137732 0.986650 -4.533686  0.14
H -4.018930 -0.656513 -3.404661  0.12
H -2.639166 -1.406516 0.245782  0.09
H -5.283572 -0.771416 -1.128238  0.08
H -5.071489 -1.329009 0.531495  0.09
H -4.469402 0.263061 0.049526  0.08
H -4.146642 -2.910864 -1.946643  0.09
H -2.515816 -3.324188 -1.398135  0.08
H -3.882397 -3.460267 -0.289934  0.09
O 0.944508 -2.770436 1.859788  -0.28
Cl -0.344499 -2.622554 1.260258  0.76
O -1.168929 -1.701236 1.999956  -0.32
O -0.979876 -3.849764 0.973714  -0.22
O -0.130166 -1.931627 -0.109797  -0.41
O 1.026068 -0.015015 1.569867  -0.03
N 1.531628 0.132518 2.657738  0.09
C 1.486375 -0.298056 3.851165  -0.20
C 2.446332 0.292470 4.757313  -0.12
N 3.197173 0.766771 5.482364  0.23
C 0.558418 -1.253949 4.396724  -0.14
N -0.117880 -1.982230 4.968790  0.26

Force components x, y, z for each atom (eV/Å):
Mn -0.72 0.25 -0.09
C -0.01 0.01 0.01
C -0.04 0.02 0.01
C -0.03 -0.03 -0.01
C -0.01 -0.03 0.23
C -0.02 0.08 -0.13
C 0.11 -0.05 0.00
N 0.04 0.01 0.13
N -0.09 -0.14 0.06
B -0.15 0.00 -0.07
N 0.20 0.11 0.02
C -0.08 0.03 0.02
C 0.02 0.03 -0.03
C -0.12 -0.05 0.04
N 0.08 -0.28 -0.08
C -0.03 0.03 0.01
C 0.02 0.08 -0.12
C 0.02 0.01 -0.04
N 0.01 0.03 0.00
C -0.04 -0.01 0.01
C 0.05 0.05 -0.03
C -0.12 0.01 0.04
N 0.31 -0.03 0.00
C 0.04 -0.01 -0.04
C 0.01 0.00 0.00
C 0.00 0.01 0.02
H 0.01 0.00 0.00
H 0.00 0.00 0.00
H 0.00 -0.01 0.00
H 0.08 0.00 -0.11
H 0.00 0.01 0.00
H 0.01 0.01 0.00
H 0.01 0.00 0.00
H 0.00 0.01 -0.01
H 0.00 0.00 0.00
H -0.05 -0.05 0.02
H 0.02 0.01 0.01
H 0.02 0.01 -0.01
H -0.03 -0.03 0.06
H 0.01 0.03 0.11
H -0.01 -0.04 0.00
H 0.00 -0.02 -0.03
H -0.03 0.00 0.02
H 0.03 -0.01 -0.02
H -0.01 0.02 0.00
H 0.00 0.00 0.00
H 0.00 0.00 -0.01
H 0.03 -0.01 0.00
H 0.00 0.00 0.00
H 0.00 0.00 0.00
H -0.01 0.00 0.00
H 0.01 0.00 0.00
H 0.02 -0.01 0.01
H 0.00 0.00 0.00
O -0.39 -0.04 -0.11
Cl -0.04 -0.14 -0.06
O 0.19 -0.20 -0.11
O 0.20 0.42 0.13
O 0.14 -0.05 0.05
O 0.10 -0.15 0.41
N 0.40 0.22 -0.58
C -0.03 -0.09 0.53
C -0.15 -0.09 -0.16
N 0.01 0.01 0.01
C 0.11 0.09 -0.11
N -0.07 -0.01 -0.04

Entry 2:
The following is a quantum chemistry calculation of C21H28CdClN3O4S5Se as an isolated structure, from OMol25.

The gap between HOMO and LUMO comes out at 0.2034 hartree. The electronic energy is -171507.3512 eV. Its total charge is -2. The calculation puts the relative energy (zero: lowest compared OMol25 entry of this formula, charge and spin) at 0.938 eV.

Last column: Löwdin charge in e.
Atoms and positions in Å:
Cd 0.560330 0.850395 -0.303712  1.16
S 1.640217 -0.738974 1.391217  -0.23
S 3.069507 0.547688 2.067348  -0.29
S 4.041552 1.297474 0.383828  -0.28
S 2.670234 2.442122 -0.584243  -0.17
O -2.008663 -1.785050 -2.017553  -0.08
C -1.448174 -1.367344 -1.008301  -0.67
O -1.453137 -0.190762 -0.572748  -0.23
H -0.874824 -2.129369 -0.383443  0.10
C -1.775264 2.473484 6.504634  -0.11
C -2.259760 1.162783 5.898187  -0.26
C -1.213789 0.465546 5.024566  -0.20
C -0.919806 1.112908 3.665308  -0.16
N -2.086642 1.212943 2.818037  -0.01
C -2.619598 0.192747 2.094072  -0.70
Se -2.266216 -1.543229 2.350092  0.73
N -3.612949 0.680152 1.304923  -0.01
C -4.379687 -0.064120 0.339759  -0.16
C -5.853270 -0.172579 0.747927  -0.18
C -6.096647 -1.067694 1.966514  -0.27
C -5.937146 -2.551326 1.658122  -0.13
C -3.708226 2.029981 1.516918  -0.14
C -4.561443 2.984589 0.989429  -0.02
C -4.455924 4.280434 1.467399  -0.13
C -3.524203 4.612004 2.442720  -0.11
C -2.647394 3.670077 2.956960  -0.01
C -2.741691 2.369843 2.485891  -0.16
H -2.515201 2.884550 7.191263  0.06
H -1.592462 3.211027 5.730722  0.04
H -0.850712 2.305843 7.054012  0.07
H -3.169083 1.327347 5.313610  0.10
H -2.516637 0.481690 6.715378  0.10
H -1.562367 -0.550382 4.828313  0.04
H -0.264737 0.397481 5.561714  0.11
H -0.168540 0.499901 3.147671  0.06
H -0.504642 2.117209 3.766352  0.13
H -3.927880 -1.051186 0.233526  0.08
H -4.293189 0.439966 -0.627080  0.14
H -6.419433 -0.561587 -0.103664  0.11
H -6.225782 0.833614 0.969484  0.09
H -7.115280 -0.881372 2.328777  0.10
H -5.398264 -0.792236 2.762106  0.09
H -6.544472 -2.837314 0.799924  0.07
H -6.246746 -3.145129 2.516493  0.06
H -4.896734 -2.782864 1.448436  0.03
H -5.287343 2.735101 0.233010  0.10
H -5.095460 5.052566 1.063625  0.09
H -3.479168 5.630506 2.801943  0.09
H -1.916293 3.945340 3.700901  0.10
S -0.468557 1.452893 -4.732940  0.95
C 1.141306 2.023415 -4.498268  -0.42
C 1.768804 1.257697 -3.571219  -0.33
N 1.024831 0.244121 -3.056906  -0.05
C -0.152449 0.213730 -3.567406  -0.49
H 1.506900 2.892421 -5.010153  0.05
H 2.778462 1.386688 -3.222787  0.06
H -0.916248 -0.495407 -3.307458  0.04
Cl -1.183326 5.405582 -1.958351  0.55
C -1.328792 4.555354 -0.430105  -0.52
C -0.683147 3.146412 -0.475451  -0.83
O -0.429575 2.648665 -1.570228  -0.13
O -0.507712 2.654957 0.655083  -0.12
H -2.393541 4.463290 -0.213204  0.05
H -0.844258 5.143865 0.346692  0.07

Force components x, y, z for each atom (eV/Å):
Cd 0.63 -0.45 0.21
S -0.38 -0.25 -0.24
S 0.49 0.43 0.02
S 0.27 -0.39 0.44
S -0.29 0.15 -0.15
O -0.52 -0.33 -0.68
C 0.65 -1.24 0.68
O 0.17 1.01 -0.02
H -0.26 0.54 -0.37
C -0.19 -0.17 -0.06
C 0.27 -0.05 -0.02
C -0.28 0.07 -0.10
C 0.46 -0.31 0.43
N -0.24 0.12 -0.58
C -0.29 -0.38 0.46
Se 0.26 -1.12 0.17
N 0.54 0.26 0.20
C -0.48 -0.22 -0.40
C 0.18 0.03 0.26
C -0.10 0.06 -0.19
C 0.02 0.19 0.11
C 0.07 0.66 0.29
C 0.04 -0.12 -0.05
C -0.04 0.15 0.00
C 0.01 0.12 0.04
C 0.06 -0.24 0.05
C -0.64 0.49 -0.27
H -0.03 0.09 0.05
H 0.12 0.18 -0.05
H 0.13 0.08 0.07
H -0.05 -0.01 0.02
H -0.12 -0.02 -0.05
H 0.17 0.03 -0.01
H 0.05 -0.03 0.04
H -0.16 0.16 -0.04
H -0.04 -0.03 -0.06
H 0.08 0.16 0.02
H 0.13 -0.05 0.07
H 0.00 0.06 -0.04
H -0.07 -0.09 -0.10
H 0.09 0.02 0.07
H -0.06 0.03 0.04
H -0.09 -0.06 -0.09
H 0.00 -0.14 0.05
H 0.11 -0.07 -0.05
H -0.06 -0.06 -0.13
H -0.09 0.03 -0.02
H 0.06 0.07 0.01
H 0.09 0.01 0.00
S 0.40 -0.11 0.27
C -0.21 -0.12 -0.05
C 0.30 0.45 -0.51
N 0.18 -0.55 0.58
C -0.68 0.30 -0.60
H 0.10 0.11 -0.05
H 0.03 0.15 0.09
H -0.27 -0.21 0.18
Cl -0.01 0.59 -0.66
C 0.11 -0.60 0.43
C -0.91 1.72 -0.05
O 0.20 -0.50 -0.50
O -0.02 -0.44 0.76
H 0.16 -0.06 0.09
H -0.06 -0.04 -0.05

Entry 3:
The following is a quantum chemistry calculation of C21H28Cl3NdO4 as an isolated structure, from OMol25.

The gap between HOMO and LUMO (spin up / spin down) comes out at 0.3154 / 0.3170 hartree. The electronic energy is -83262.3941 eV. Its spin multiplicity is 4. Its total charge is 0.

Last column: Löwdin charge in e.
Atoms and positions in Å:
O -1.602320 -0.856563 -1.332170  -0.09
C -1.057540 -2.174512 -1.662909  -0.22
C -1.721259 -2.536153 -2.926462  -0.12
H -1.149351 -2.821819 -0.790351  0.15
H -0.079701 -2.114850 -2.102431  0.08
C -2.519994 -1.282516 -2.468000  -0.49
H -2.247084 -3.498774 -2.867591  0.11
H -1.084553 -2.437548 -3.800997  0.12
C -3.768309 -2.075170 -2.105949  -0.04
H -3.472042 -3.046693 -1.706630  0.08
H -4.258651 -2.323660 -3.046487  0.10
H -4.520386 -1.672266 -1.452228  0.08
C -2.638911 -0.230360 -3.562003  -0.01
H -1.660121 0.019344 -3.988823  0.08
H -3.028587 0.714624 -3.203013  0.08
H -3.326541 -0.624634 -4.327009  0.10
Nd -0.373955 1.007678 1.425266  1.83
C 0.885813 3.401709 2.143697  -0.24
C 2.070262 2.645494 2.096050  -0.22
C 2.235945 2.131193 0.795894  -0.18
H 2.815972 2.584363 2.868016  0.07
C 1.166641 2.649892 -0.014564  -0.25
C 0.313987 3.404843 0.852848  -0.29
H -0.655456 3.812658 0.575845  0.08
H 0.557441 3.995980 2.974417  0.10
H 3.136814 1.623740 0.458754  0.10
H 1.089950 2.644126 -1.110634  0.10
C -1.980811 2.300598 3.104713  -0.24
C -2.449252 2.447340 1.784462  -0.26
C -2.883638 1.184200 1.307807  -0.25
H -2.421217 3.378778 1.234401  0.10
C -2.679477 0.233311 2.368657  -0.22
C -2.159162 0.934186 3.483294  -0.22
H -2.016799 0.550508 4.488872  0.10
H -1.629554 3.092407 3.766994  0.11
H -3.293125 0.981603 0.330896  0.10
H -2.984248 -0.800586 2.383556  0.10
O 1.518021 -1.761597 -1.490795  -0.24
C 1.607026 -0.400556 -2.070904  -0.15
C 3.068446 -0.349755 -2.509293  -0.15
H 1.495320 0.308214 -1.238955  0.07
H 0.870780 -0.195915 -2.867521  0.13
C 3.792277 -1.613286 -1.888593  -0.14
H 3.585128 0.511401 -2.116039  0.09
H 3.160304 -0.402414 -3.595897  0.10
C 2.790528 -2.178954 -0.899449  -0.15
H 4.846731 -1.555800 -1.503398  0.13
H 3.770389 -2.254843 -2.772162  0.10
H 2.793657 -1.808190 0.124925  0.11
H 2.666536 -3.251723 -0.907964  0.12
Cl 3.623540 0.550978 4.638573  0.64
C 1.961250 -0.022483 4.473282  -1.43
Cl 1.535019 -0.959175 5.908645  0.60
Cl 0.775763 1.340143 4.422934  0.66
C 1.863428 -0.887442 3.081383  -0.69
O 2.684648 -1.794431 3.016764  0.03
O 0.980426 -0.516644 2.218279  -0.28

Force components x, y, z for each atom (eV/Å):
O -1.54 -1.57 -2.19
C 3.11 -0.95 1.13
C -0.99 0.29 -0.08
H 0.25 -0.14 -0.23
H 0.40 0.24 1.82
C -1.02 -0.18 -1.69
H 0.20 0.61 -0.76
H 0.02 -0.03 -0.04
C -0.95 0.32 0.57
H -0.25 0.35 0.48
H -0.05 0.14 -0.10
H -0.24 0.71 0.41
C -0.27 0.02 0.40
H -0.15 -0.36 -0.01
H -0.34 0.18 0.24
H 0.41 0.23 0.09
Nd 2.21 -0.04 -0.01
C 0.10 0.07 -0.66
C -0.01 0.09 -0.84
C -0.30 0.99 -0.51
H -0.12 -0.27 0.23
C 0.16 0.22 0.19
C 0.47 0.29 -0.78
H 0.62 0.34 -0.07
H -0.25 -0.10 0.27
H -0.37 -0.10 -0.02
H -0.06 -0.33 0.62
C -0.54 -0.61 0.44
C -0.89 0.03 0.10
C -0.47 0.06 0.90
H -0.28 -0.21 0.03
C -0.69 0.82 0.16
C -0.50 0.49 -0.46
H 0.22 -0.10 -0.37
H -0.04 -0.27 -0.35
H 0.01 -0.09 -0.07
H 0.08 -0.09 -0.18
O 0.34 0.96 -0.21
C 1.53 -1.26 1.57
C 1.11 -0.15 0.30
H -0.38 -0.02 -0.28
H 0.22 -0.56 0.49
C -0.12 -0.27 -0.68
H -0.09 0.70 -0.24
H 0.14 0.26 0.15
C -1.62 1.06 -0.96
H -1.10 0.47 -0.46
H 0.50 -0.61 0.42
H 0.52 0.10 0.07
H 0.50 -0.34 0.19
Cl -0.21 0.13 -0.06
C -0.64 0.01 -0.78
Cl 0.09 -0.37 -0.27
Cl 0.51 -0.43 0.51
C 1.07 -0.91 0.51
O -1.33 1.23 -0.16
O 1.03 -1.05 1.22

Entry 4:
The following is a quantum chemistry calculation of C21H28ClN3O3V as an isolated structure, from OMol25.

The gap between HOMO and LUMO (spin up / spin down) comes out at 0.2410 / 0.2514 hartree. The electronic energy is -71057.5037 eV. Its spin multiplicity is 3. Its total charge is -1.

Last column: Löwdin charge in e.
Atoms and positions in Å:
V 0.000000 0.000000 0.000000  0.37
Cl 2.036700 -0.045600 -1.374100  0.00
N 0.238300 2.049000 0.018300  0.04
N 0.173100 -2.053900 0.039800  0.04
C -0.259300 2.825700 -0.865400  -0.36
C -0.319400 -2.823500 -0.852800  -0.36
C 1.191400 2.868200 0.855000  -0.51
C 1.466400 4.009100 -0.123300  -0.08
C 2.457300 2.146300 1.251500  -0.06
C 0.429300 3.385800 2.069600  -0.02
H 2.957000 1.722900 0.387200  0.03
H 2.233400 1.346000 1.948700  0.06
H 3.127000 2.849200 1.747100  0.08
H -0.436800 3.972900 1.766200  0.09
H 1.082600 4.023300 2.665100  0.08
H 0.089400 2.560000 2.683000  0.06
C 1.083100 -2.889900 0.907600  -0.51
C 1.347000 -4.051700 -0.049400  -0.08
C 0.281700 -3.367800 2.112600  -0.02
C 2.364800 -2.202700 1.317100  -0.06
H 2.883400 -1.794900 0.456200  0.03
H 3.010700 -2.924900 1.816600  0.08
H 2.159300 -1.396900 2.013400  0.06
H -0.595400 -3.932700 1.798700  0.09
H -0.044700 -2.524900 2.709600  0.06
H 0.903600 -4.016900 2.728900  0.08
O 0.180800 -4.068100 -0.921600  0.02
H 1.413600 -5.015100 0.444800  0.13
H 2.221000 -3.881000 -0.677300  0.13
O 0.275400 4.053600 -0.962200  0.02
H 2.315700 3.802900 -0.774000  0.13
H 1.578000 4.975800 0.356200  0.13
C -1.401800 2.509500 -1.735400  -0.05
C -1.425900 -2.493000 -1.763300  -0.05
C -1.300100 -1.191800 -2.508600  -0.20
H -2.332400 -2.445500 -1.150400  0.14
H -1.556000 -3.326300 -2.441400  0.10
C -1.011800 0.008500 -1.852400  -0.19
C -1.292500 1.216600 -2.497900  -0.20
H -1.542600 0.018900 0.232300  0.00
C -1.608600 1.231700 -3.863400  -0.23
C -1.716500 0.024100 -4.532700  -0.04
C -1.849100 2.503800 -4.624400  -0.07
C -1.616800 -1.190400 -3.874800  -0.23
H -1.935300 0.029900 -5.593200  0.10
C -1.865700 -2.453400 -4.647900  -0.07
H -1.987100 -2.230900 -5.705000  0.07
H -2.771800 -2.966300 -4.322200  0.08
H -1.042300 -3.161800 -4.558700  0.08
H -2.754700 3.017000 -4.297500  0.08
H -1.967600 2.292100 -5.684000  0.07
H -1.023600 3.208300 -4.525400  0.08
H -1.559600 3.349500 -2.399300  0.10
H -2.282700 2.449200 -1.088300  0.14
O 0.000000 0.000000 4.586600  -0.07
C 0.000000 0.000000 3.315700  -0.38
N 0.000000 0.000000 2.000000  -0.04

Force components x, y, z for each atom (eV/Å):
V 0.93 -0.03 -0.31
Cl 0.28 0.00 -0.12
N 0.16 1.21 0.08
N 0.12 -1.23 0.06
C 0.49 -0.54 0.77
C 0.50 0.53 0.79
C -0.46 0.05 -0.69
C -0.32 0.04 -0.19
C 0.06 0.00 0.04
C 0.04 0.00 0.00
H 0.02 -0.07 -0.13
H -0.05 -0.13 0.08
H 0.08 0.11 0.08
H -0.08 0.03 -0.07
H 0.08 0.06 0.08
H -0.05 -0.14 0.06
C -0.44 -0.04 -0.70
C -0.32 -0.02 -0.20
C 0.05 -0.01 0.01
C 0.06 0.00 0.04
H 0.03 0.07 -0.13
H 0.07 -0.12 0.08
H -0.05 0.13 0.07
H -0.08 -0.03 -0.07
H -0.05 0.13 0.05
H 0.07 -0.06 0.08
O 0.36 -0.47 0.16
H -0.01 -0.14 0.03
H 0.07 0.06 -0.03
O 0.38 0.46 0.16
H 0.07 -0.07 -0.03
H 0.00 0.14 0.03
C -0.12 0.09 -0.05
C -0.13 -0.07 -0.05
C -0.15 0.51 -1.01
H -0.02 0.05 0.11
H 0.03 -0.14 -0.09
C -0.05 0.00 0.86
C -0.15 -0.49 -1.00
H -1.53 0.03 0.12
C 0.01 0.04 0.34
C -0.02 0.00 -0.15
C -0.04 0.13 -0.15
C 0.01 -0.05 0.35
H -0.02 0.00 -0.13
C -0.03 -0.12 -0.15
H -0.01 0.04 -0.13
H -0.08 -0.05 0.05
H 0.07 -0.06 0.03
H -0.08 0.05 0.05
H -0.01 -0.04 -0.14
H 0.08 0.06 0.04
H 0.03 0.14 -0.09
H -0.02 -0.06 0.11
O 0.05 -0.01 -5.37
C -0.12 0.03 -4.15
N 0.30 0.03 10.51